18
Properties=species:S:1:pos:R:3:forces:R:3:mulliken_charge:R:1 method="wB97M-V/def2-TZVPD" charge=0 lumo_energy_ev=0.665 energy_ev=-81534.1293
Br -4.357 0.558 -0.768 1.29 0.08 -0.04 -0.123
C -2.563 0.204 -0.214 1.57 1.77 -2.87 0.006
C -2.254 -0.713 0.655 0.26 0.74 1.20 -0.298
C -0.912 -0.907 1.245 0.91 2.89 -2.55 -0.714
C 0.145 -0.392 0.269 -1.36 1.93 0.02 0.659
C 1.445 -0.760 0.466 1.09 0.42 -0.07 -0.432
C 2.553 -0.191 -0.209 -0.82 0.46 0.12 -0.711
C 2.243 0.910 -0.980 -0.35 0.73 -1.29 -0.274
C 0.901 1.295 -1.227 0.30 1.21 0.30 -0.541
C -0.202 0.687 -0.611 2.85 -1.84 -0.41 0.279
O -1.433 0.980 -1.039 -4.09 -1.14 2.37 -0.376
H -2.983 -1.294 1.155 -1.19 -0.24 0.05 0.437
H -0.791 -1.902 1.189 0.69 -3.69 1.15 0.437
H -0.744 -0.396 2.183 -0.35 -0.38 0.57 0.312
H 1.543 -1.371 1.336 0.65 -0.92 0.16 0.379
H 3.599 -0.478 -0.130 -0.36 -0.24 0.43 0.368
H 3.010 1.538 -1.518 -0.70 -0.98 0.77 0.276
H 0.799 2.232 -1.802 -0.39 -0.79 0.09 0.318

---

117
Properties=species:S:1:pos:R:3:forces:R:3:mulliken_charge:R:1 method="wB97M-V/def2-TZVPD" charge=+1 lumo_energy_ev=-3.708 energy_ev=-152719.7515
C 6.846 -2.567 -2.335 -2.36 -1.32 -0.55 -0.798
C 5.861 -3.388 -2.914 1.58 1.97 0.41 0.049
C 5.727 -3.490 -4.494 1.91 0.47 0.77 -0.714
N 4.444 -4.074 -4.922 0.18 -2.04 -0.21 0.303
C 3.264 -3.453 -5.074 -1.14 0.01 -0.18 0.338
N 2.178 -4.234 -5.577 -0.48 5.90 1.25 -0.301
C 1.153 -3.251 -5.632 3.62 -0.83 1.05 0.186
C -0.280 -3.674 -6.135 -0.62 -0.50 -0.25 -0.713
O -1.350 -3.384 -5.224 1.38 -0.30 -0.25 -0.283
C -1.183 -4.101 -3.984 -0.61 -0.17 1.38 -0.538
N 1.671 -1.978 -5.184 -1.76 -2.45 -1.62 0.383
P 0.417 -0.732 -5.306 -2.46 2.62 0.08 0.143
C 0.144 -0.559 -7.206 0.12 -0.09 0.06 -0.994
O 0.889 0.840 -4.889 0.25 -1.48 -1.53 -0.437
N 2.975 -2.093 -4.791 0.61 -3.56 -1.33 0.362
C 3.724 -0.970 -4.238 0.71 2.22 0.32 -0.185
Br 2.829 -0.365 -2.530 0.32 -0.43 -0.91 -0.005
C 3.956 0.260 -5.268 0.44 -0.21 -0.09 0.042
C 5.482 0.243 -5.746 -0.34 -0.06 -0.08 -1.205
P 4.467 -5.817 -5.308 3.65 -4.20 0.13 0.718
O 5.841 -6.442 -5.026 -3.27 2.76 -0.43 -0.718
O 4.217 -5.980 -6.973 -0.29 1.24 2.60 -0.481
O 3.380 -6.697 -4.364 0.67 1.92 -2.65 -0.429
H 6.582 -2.124 -1.318 1.11 -1.22 -1.13 0.252
H 7.813 -2.310 -2.853 -1.49 0.26 0.40 0.291
H 5.147 -3.960 -2.243 0.45 1.21 -1.11 0.332
H 6.653 -4.066 -4.848 -1.82 0.22 0.11 0.512
H 5.833 -2.481 -5.027 -0.26 -1.30 1.06 0.015
H -0.308 -4.807 -6.310 0.81 1.50 0.30 0.338
H -0.490 -3.214 -7.159 0.16 -0.33 1.60 0.277
H -2.092 -3.875 -3.327 1.20 -0.21 -1.15 0.251
H -0.282 -3.734 -3.384 -0.93 -0.55 -0.95 0.205
H -1.155 -5.235 -4.123 0.18 1.49 -0.04 0.289
H 0.683 -1.361 -7.794 -0.49 1.04 0.62 0.272
H -0.978 -0.712 -7.352 1.50 0.35 0.21 0.318
H 0.444 0.474 -7.569 -0.35 -1.25 0.30 0.409
H 1.053 1.390 -5.691 0.07 -0.44 0.74 0.282
H 4.762 -1.183 -3.851 -1.52 -0.77 -0.55 0.056
H 3.740 1.254 -4.778 0.12 -1.33 -0.35 0.320
H 3.278 0.170 -6.177 0.77 -0.01 1.13 0.179
H 5.679 1.158 -6.388 -0.22 -1.25 0.68 0.410
H 6.213 0.283 -4.873 -1.05 -0.07 -0.99 0.302
H 5.685 -0.705 -6.349 -0.15 1.33 0.66 0.255
H 4.954 -5.458 -7.369 -0.52 -0.67 0.16 0.363
H 2.914 -7.375 -4.905 0.32 0.58 0.38 0.355
C 2.951 3.602 -1.250 0.18 -0.26 0.07 0.043
O 4.201 3.475 -0.592 -0.30 0.37 -0.13 -0.310
C 4.519 4.590 0.250 0.53 -0.32 0.29 -0.799
C 4.433 4.198 1.722 -0.43 -0.04 -0.29 -0.220
N 3.046 3.966 2.126 0.22 -0.08 0.06 -0.141
C 2.902 3.298 3.421 -0.15 -0.11 -0.24 -0.489
C 3.516 1.897 3.578 -0.32 0.09 0.36 -0.598
O 2.871 0.885 2.810 0.34 0.16 -0.04 -0.443
C 3.272 0.829 1.452 -0.35 -0.18 0.09 -0.303
H 2.895 2.823 -2.014 0.06 0.03 0.07 -0.148
H 2.122 3.447 -0.553 -0.14 0.12 -0.09 -0.114
H 2.852 4.575 -1.738 -0.05 0.04 0.04 0.422
H 3.902 5.462 0.024 -0.17 -0.11 0.02 0.358
H 5.558 4.854 0.026 -0.07 0.03 0.03 0.409
H 4.857 4.998 2.336 -0.01 -0.04 -0.01 0.425
H 5.044 3.297 1.858 0.20 0.12 -0.04 0.166
H 2.586 3.396 1.427 -0.01 0.06 0.04 -0.133
H 1.826 3.213 3.605 0.10 -0.05 0.08 0.093
H 3.303 3.953 4.203 0.09 -0.06 -0.04 0.442
H 3.379 1.603 4.623 -0.04 -0.01 -0.08 0.384
H 4.598 1.885 3.406 -0.01 0.02 -0.20 0.370
H 4.324 1.091 1.315 -0.03 0.11 0.01 0.325
H 2.631 1.472 0.845 0.15 0.07 -0.17 -0.019
H 3.124 -0.195 1.098 0.02 -0.02 0.13 0.300
C -4.711 4.585 0.728 0.28 0.22 0.04 -0.692
O -4.028 4.797 1.952 -0.41 -0.34 -0.09 -0.335
C -4.474 3.943 3.011 0.52 0.23 0.36 -0.836
C -3.417 2.894 3.348 -0.20 0.07 -0.47 -0.224
N -3.284 1.907 2.276 0.20 0.05 0.20 -0.109
C -2.093 1.060 2.390 -0.08 0.20 -0.29 -1.181
C -0.718 1.743 2.363 0.10 -0.53 -0.04 -0.075
O -0.372 2.318 1.106 0.03 0.12 0.29 -0.302
C -0.929 3.602 0.866 0.14 -0.15 -0.29 -0.602
H -4.457 5.408 0.056 0.01 -0.04 0.12 0.238
H -4.390 3.652 0.253 -0.19 -0.08 -0.07 0.280
H -5.794 4.576 0.871 -0.01 -0.07 -0.02 0.336
H -5.442 3.487 2.787 0.05 -0.07 -0.16 0.359
H -4.608 4.588 3.886 -0.03 -0.08 -0.03 0.410
H -3.699 2.382 4.274 0.03 0.01 -0.02 0.316
H -2.473 3.425 3.520 -0.08 0.09 0.19 0.210
H -3.246 2.385 1.385 -0.05 0.01 0.08 0.057
H -2.132 0.359 1.548 0.10 -0.01 0.08 0.394
H -2.175 0.459 3.302 0.07 0.10 0.04 0.406
H 0.030 0.964 2.542 0.00 0.07 -0.04 0.313
H -0.587 2.469 3.173 -0.13 0.14 -0.08 0.253
H -1.018 4.195 1.779 -0.08 -0.06 0.00 0.278
H -1.898 3.505 0.374 -0.11 0.21 0.11 0.209
H -0.270 4.134 0.175 0.06 -0.06 0.07 0.290
C -5.184 -0.314 3.676 -0.44 0.01 -0.06 -0.640
O -6.084 -1.393 3.875 0.54 -0.07 0.09 -0.379
C -5.467 -2.557 4.434 -0.65 -0.22 0.08 -0.732
C -5.909 -2.768 5.879 0.23 0.44 -0.14 -0.219
N -5.348 -1.745 6.762 -0.18 -0.18 0.02 -0.309
C -5.962 -1.700 8.092 0.04 0.26 -0.14 -0.686
C -7.467 -1.402 8.182 0.16 0.09 0.39 -0.474
O -7.827 -0.077 7.808 -0.03 -0.36 -0.15 -0.431
C -7.948 0.134 6.411 -0.02 0.32 0.24 -0.444
H -5.688 0.436 3.064 0.05 -0.13 0.02 0.197
H -4.917 0.155 4.629 0.22 0.03 -0.01 0.226
H -4.281 -0.638 3.154 0.01 0.03 0.03 0.450
H -4.378 -2.525 4.342 0.02 0.17 0.09 0.345
H -5.824 -3.405 3.839 0.06 0.01 0.05 0.405
H -5.578 -3.755 6.219 -0.02 0.03 0.01 0.405
H -7.005 -2.748 5.893 -0.01 -0.20 -0.12 0.146
H -5.462 -0.836 6.332 0.00 -0.09 -0.02 -0.012
H -5.436 -0.917 8.648 -0.10 -0.08 0.04 0.375
H -5.754 -2.644 8.607 -0.08 -0.02 -0.06 0.385
H -7.747 -1.493 9.236 0.03 0.05 -0.05 0.348
H -8.079 -2.137 7.648 0.05 0.05 -0.18 0.350
H -8.325 -0.748 5.886 0.12 -0.03 0.00 0.260
H -6.989 0.449 5.994 -0.02 -0.12 -0.25 0.090
H -8.650 0.954 6.252 -0.01 -0.06 0.11 0.323

---

121
Properties=species:S:1:pos:R:3:forces:R:3:mulliken_charge:R:1 method="wB97M-V/def2-TZVPD" charge=+1 lumo_energy_ev=-2.133 energy_ev=-71584.6607
C 2.203 23.839 47.286 13.02 7.25 2.95 -3.159
N 1.805 25.196 47.598 -0.17 0.25 -3.68 1.829
C 1.041 25.810 46.304 1.16 1.28 0.91 -0.934
C 0.776 25.028 48.598 0.77 4.16 4.53 -0.765
C 2.994 26.015 47.997 -2.15 1.47 2.01 -0.365
C 2.542 27.455 48.336 -1.56 -1.98 2.03 -1.219
O 3.529 28.029 49.073 1.63 -0.70 0.74 0.025
H 2.645 23.332 48.104 0.35 0.00 1.54 0.425
H 3.052 23.722 46.559 -0.81 0.93 0.27 0.207
H 1.607 23.287 47.000 -11.60 -8.94 -5.19 1.954
H 1.676 26.211 45.402 -0.98 -1.66 1.78 0.209
H 0.582 26.706 46.702 0.05 0.48 0.09 0.210
H 0.172 25.176 46.187 0.36 -0.59 -0.87 0.300
H 1.175 24.764 49.642 -0.23 -0.19 -1.79 0.054
H 0.013 24.443 48.284 -1.89 -2.36 -1.09 0.686
H 0.262 26.009 48.831 0.68 -0.84 -0.52 -0.079
H 3.893 25.993 47.425 0.14 -0.38 -1.24 0.675
H 3.212 25.654 48.960 0.78 -0.94 1.26 -0.554
H 1.612 27.502 48.974 0.56 -0.67 -0.55 0.126
H 2.218 27.869 47.467 -0.24 2.19 -2.74 1.052
H 3.664 28.949 48.933 0.21 1.32 -0.56 -0.117
C 7.326 28.661 45.873 -0.86 2.35 1.03 -0.465
C 6.140 27.907 46.479 -0.88 1.10 -4.71 -0.142
O 5.934 26.614 45.927 -0.72 0.26 -1.81 -0.549
O 7.474 30.003 46.496 2.03 0.88 0.13 -0.581
H 7.153 28.735 44.835 -0.37 0.55 -1.43 0.273
H 8.304 28.353 45.952 1.77 -2.34 0.52 0.410
H 5.190 28.485 46.444 0.55 0.24 -0.78 0.146
H 6.190 27.816 47.437 1.12 -1.02 6.12 0.292
H 5.519 26.725 45.018 0.91 -0.25 1.67 0.332
H 8.490 30.340 46.575 -3.75 -1.73 -0.60 0.333
C -2.802 23.971 44.557 0.51 1.66 2.13 0.477
C -2.799 22.997 43.496 4.82 0.52 -1.87 -0.694
O -1.841 21.952 43.716 -2.97 -0.81 0.51 -0.485
O -3.630 25.083 44.200 -0.66 -2.06 5.68 -0.511
H -1.687 24.138 44.682 -0.94 0.96 0.49 -0.257
H -3.240 23.606 45.537 0.70 0.21 -1.19 0.223
H -2.662 23.494 42.504 -0.12 -0.41 0.58 0.337
H -3.622 22.511 43.559 -5.80 -3.11 -0.49 0.397
H -0.991 22.245 43.587 3.10 1.19 -0.58 0.251
H -3.421 25.384 43.400 1.45 1.95 -5.24 0.287
C -2.077 29.061 47.357 1.40 1.40 -0.33 -0.325
C -2.130 28.269 48.601 -2.35 -1.31 -1.80 -0.759
O -3.473 28.244 49.022 -1.99 -0.47 -1.51 -0.566
O -0.771 28.997 46.803 2.72 2.69 -0.91 -0.358
H -2.346 30.062 47.732 -0.29 0.03 -1.15 0.253
H -2.515 28.631 46.465 -2.30 0.09 0.67 0.434
H -1.459 28.468 49.350 1.41 1.35 1.88 0.391
H -1.987 27.286 48.325 1.30 -2.62 -0.62 0.375
H -3.953 27.861 48.195 0.82 1.05 2.46 0.368
H -0.542 29.879 46.330 -0.63 -2.33 1.37 0.218
C 1.678 30.754 50.632 -10.60 2.80 -3.61 -0.480
C 1.415 30.995 49.045 4.19 -5.42 4.93 0.102
O 2.502 31.709 48.722 2.61 2.40 -2.12 -0.658
O 0.610 29.920 51.112 -2.39 3.94 -9.28 -0.478
H 1.922 31.561 51.219 -0.66 2.98 1.09 0.628
H 2.388 30.236 50.807 9.95 -6.89 0.74 -0.012
H 0.506 31.365 48.849 -3.06 2.05 -0.85 0.601
H 1.465 29.915 48.646 -0.42 1.32 0.13 -0.302
H 3.391 31.323 48.949 -1.46 0.09 -0.49 0.358
H 0.730 29.616 51.885 1.72 -3.20 9.21 0.285
C 5.512 23.496 49.115 4.99 -0.53 2.96 -0.541
C 4.876 23.623 50.486 -1.37 7.51 -3.69 -0.090
O 5.471 24.731 51.173 0.46 0.28 0.57 -0.533
O 5.137 22.434 48.431 -4.33 1.80 -4.75 -0.410
H 6.677 23.370 49.142 -1.25 0.36 1.36 0.374
H 5.602 24.383 48.581 -1.32 1.74 -1.39 0.220
H 4.870 22.814 50.986 0.27 -5.99 3.69 0.864
H 3.746 23.954 50.381 1.98 -0.70 0.08 -0.251
H 6.353 24.594 51.598 -1.18 -0.45 -0.77 0.274
H 5.355 21.604 48.662 1.62 -3.93 1.87 0.294
C 7.007 29.778 49.953 -0.84 0.41 2.98 0.066
C 5.869 30.801 49.842 2.86 0.44 -3.68 -0.425
O 5.076 30.463 48.577 0.40 0.81 2.66 -0.574
O 7.622 29.872 51.326 -3.55 0.58 0.82 -0.579
H 7.759 30.044 49.238 0.51 -0.23 -0.24 0.213
H 6.618 28.767 49.853 0.11 -0.06 -0.39 0.124
H 6.359 31.835 49.991 -1.05 -1.20 -1.15 0.313
H 5.127 30.762 50.513 -2.45 -0.66 2.98 0.387
H 5.543 30.719 47.798 0.88 0.35 -0.94 0.164
H 6.810 29.988 52.039 3.10 -0.53 -2.85 0.339
C -0.168 28.611 43.418 1.69 -1.30 0.36 -0.410
C -0.998 27.324 43.199 0.40 1.39 2.62 -0.018
O -1.971 27.694 42.328 -3.14 0.67 -1.41 -0.586
O 1.025 28.223 44.132 -3.18 -4.08 -0.12 -0.368
H -0.770 29.380 43.966 0.43 -0.59 -0.54 0.241
H 0.247 28.932 42.478 -0.73 0.67 -0.66 0.359
H -1.365 27.066 44.252 0.20 -0.25 -1.24 -0.036
H -0.532 26.464 42.720 0.68 0.24 0.34 0.308
H -2.590 28.395 42.645 0.94 -0.90 -0.09 0.353
H 1.566 28.903 44.310 2.79 4.02 0.80 0.206
C 0.605 21.418 50.420 3.14 0.12 -0.65 0.024
C -0.353 21.380 49.306 2.49 3.71 -1.31 -0.374
O 0.209 20.857 48.137 1.71 -0.18 -0.33 -0.358
O 0.084 21.849 51.573 -1.78 2.38 3.77 -0.603
H 1.488 22.041 50.265 0.18 0.15 -1.22 -0.266
H 1.018 20.488 50.631 0.76 -2.38 -0.28 0.417
H -0.567 22.459 49.142 -0.91 -0.61 0.05 0.061
H -1.109 20.780 49.518 -4.01 -1.98 1.52 0.594
H -0.489 20.765 47.508 -0.66 -0.18 -0.70 0.217
H 0.690 22.452 52.075 -0.97 -1.01 -0.88 0.361
C 2.927 27.571 52.334 -0.19 -3.04 6.00 0.200
C 2.401 28.025 53.707 2.97 -1.39 2.65 -0.564
O 1.709 29.173 53.653 -1.13 5.76 2.46 -0.552
O 3.070 26.154 52.281 2.28 0.53 -1.45 -0.614
H 3.768 28.102 52.290 3.88 1.66 -1.06 0.222
H 2.279 27.855 51.690 -4.34 2.09 -4.69 0.023
H 3.263 28.327 54.471 -0.96 -1.86 -1.59 0.307
H 1.729 27.341 54.185 0.17 -1.45 0.17 0.264
H 1.902 29.687 54.582 -1.15 -1.76 -3.82 0.379
H 3.903 26.081 51.712 -1.43 -0.73 1.23 0.257
C 2.943 20.165 46.620 -2.03 -4.80 -1.38 -0.265
C 2.455 20.423 45.118 -0.41 0.36 4.11 -0.007
O 3.192 21.619 44.897 -1.57 1.95 -1.58 -0.486
O 2.255 18.867 47.005 6.09 -1.05 -3.19 -0.625
H 2.683 20.604 47.544 -0.27 2.66 0.01 0.053
H 4.028 20.035 46.524 -0.19 -0.52 0.52 0.421
H 1.186 20.506 45.341 3.78 0.26 -1.80 -0.016
H 2.849 19.621 44.420 -1.25 0.61 1.00 0.333
H 4.145 21.555 44.988 -0.07 -0.74 0.06 0.294
H 1.473 18.959 47.417 -4.06 1.39 2.32 0.317

---

18
Properties=species:S:1:pos:R:3:forces:R:3:mulliken_charge:R:1 method="wB97M-V/def2-TZVPD" charge=0 lumo_energy_ev=0.658 energy_ev=-10354.2208
N -0.491 -0.895 0.587 1.07 0.10 1.80 -0.515
C -0.908 0.263 1.408 0.72 -1.04 -0.10 -0.301
N -1.911 0.999 0.732 -1.03 1.01 -1.89 -0.662
H -0.405 -0.486 -0.326 -0.28 -0.92 -0.66 0.096
H -1.093 -1.691 0.715 -0.23 -0.01 -0.70 0.206
H 0.027 0.840 1.466 -0.54 0.38 0.43 0.258
H -1.247 -0.025 2.425 0.35 -0.01 -0.62 0.372
H -2.726 0.397 0.495 0.76 0.49 0.54 0.280
H -1.534 1.229 -0.227 -0.68 -0.04 1.32 0.297
O 1.556 0.062 -1.541 -0.31 1.30 -0.36 -0.670
H 1.956 0.813 -1.090 0.03 0.24 -0.13 0.347
H 1.947 -0.650 -1.068 0.48 -1.41 0.51 0.273
O 2.643 -1.343 1.040 -0.79 0.15 1.26 -0.691
H 1.677 -1.122 0.942 0.67 -0.49 0.39 0.370
H 2.767 -1.521 2.014 -0.26 0.30 -1.67 0.294
O -1.052 0.836 -2.449 -0.50 -2.00 1.65 -0.620
H -0.153 0.714 -2.137 0.52 -0.20 -0.17 0.362
H -1.055 1.579 -2.987 0.02 2.15 -1.58 0.304